A 8-piece molecular cluster, C24H48O8 overall. Source: the OMol25 dataset; level of theory: the ωB97M-V functional and the def2-TZVPD basis.

As for the net charge: -1. For the orbital gap (alpha / beta), the calculation gives 1.7 / 9.4 eV. The multiplicity is 2. The calculation puts the energy above the lowest of the compared OMol25 structures with the same formula, charge and spin at 0.0 kJ/mol. The calculation puts the HOMO energy (alpha / beta) at 0.0226 / -0.2623 Ha. The expectation value of S² is 0.7506.

CARTESIAN COORDINATES (ANGSTROEM)
1 C 1.525 -0.738 0.156
2 C 0.445 -1.757 -0.221
3 O 0.781 -2.945 -0.455
4 C -0.942 -1.184 -0.503
5 H 1.272 0.283 -0.129
6 H 2.423 -1.093 -0.349
7 H 1.584 -0.592 1.234
8 H -1.683 -1.968 -0.346
9 H -1.077 -0.821 -1.522
10 H -1.044 -0.366 0.210
11 C -4.523 -1.730 0.852
12 C -5.025 -2.485 -0.327
13 O -4.677 -3.606 -0.520
14 C -6.119 -1.797 -1.225
15 H -3.892 -0.954 0.419
16 H -3.845 -2.364 1.424
17 H -5.262 -1.308 1.533
18 H -6.817 -2.513 -1.658
19 H -5.662 -1.194 -2.011
20 H -6.749 -1.090 -0.685
21 C 1.456 0.184 -5.425
22 C 1.318 -0.408 -4.039
23 O 2.093 -0.045 -3.155
24 C 0.428 -1.590 -3.863
25 H 2.199 0.981 -5.396
26 H 0.520 0.672 -5.697
27 H 1.782 -0.511 -6.199
28 H 0.684 -2.090 -2.929
29 H 0.471 -2.244 -4.733
30 H -0.616 -1.295 -3.758
31 C 6.269 -0.376 1.978
32 C 5.717 0.914 1.364
33 O 6.219 1.976 1.568
34 C 4.352 0.861 0.692
35 H 6.857 -1.036 1.341
36 H 5.491 -0.995 2.426
37 H 6.829 0.042 2.814
38 H 4.281 1.784 0.116
39 H 3.609 0.749 1.482
40 H 4.212 -0.012 0.056
41 C -4.908 0.865 -3.878
42 C -3.525 0.467 -3.432
43 O -3.276 -0.174 -2.403
44 C -2.364 0.964 -4.193
45 H -5.137 0.405 -4.839
46 H -4.946 1.940 -4.057
47 H -5.651 0.510 -3.164
48 H -1.546 0.998 -3.475
49 H -2.589 1.964 -4.565
50 H -2.035 0.331 -5.017
51 C 0.575 1.274 3.278
52 C 0.145 2.082 4.490
53 O 0.942 2.329 5.447
54 C -1.318 2.565 4.585
55 H 0.349 0.241 3.543
56 H 1.649 1.383 3.134
57 H -0.040 1.534 2.416
58 H -1.528 2.809 5.626
59 H -1.945 1.726 4.285
60 H -1.590 3.419 3.965
61 C 4.087 -3.376 4.336
62 C 3.373 -2.745 3.150
63 O 3.094 -1.547 3.082
64 C 3.199 -3.669 1.931
65 H 4.226 -2.620 5.108
66 H 5.020 -3.855 4.039
67 H 3.400 -4.133 4.715
68 H 2.597 -3.126 1.202
69 H 2.614 -4.582 2.042
70 H 4.146 -3.838 1.419
71 C -1.931 4.696 0.948
72 C -1.434 3.913 -0.263
73 O -1.952 4.091 -1.352
74 C -0.280 2.946 -0.075
75 H -2.063 4.110 1.857
76 H -2.893 5.109 0.645
77 H -1.248 5.537 1.072
78 H -0.415 2.430 0.876
79 H 0.650 3.510 -0.152
80 H -0.334 2.182 -0.850